Record 1
Computed, not measured: a structure of composition C22H42F6N5O2PRhSbSe2Si4Te at a distorted geometry, with ωB97M-V with the def2-TZVPD basis set.

2S+1 ... 2
E_tot ... -239677.6001 eV
E_LUMO (spin up / spin down) ... -3.9 / -4.2 eV
Total charge ... +1
Kohn-Sham gap (spin up / spin down) ... 0.2437 / 0.2486 Eh
Relative energy (zero: lowest compared OMol25 entry of this formula, charge and spin) ... 15.9 kJ/mol
HOMO (spin up / spin down) ... -10.538 / -11.010 eV

Each line ends with the Mulliken spin population.
Geometry (Å):
Rh: 1.8670 -1.1394 -1.3742  0.796
Se: -0.1116 -1.5911 0.0707  -0.015
P: -0.9629 -2.3243 -1.8871  0.024
Se: 0.3163 -1.4768 -3.3832  -0.012
C: -0.8134 -4.1034 -1.7453  -0.006
C: -1.4884 -4.7451 -0.7032  0.003
C: -1.3879 -6.1170 -0.5704  -0.001
C: -0.6256 -6.8459 -1.4767  0.001
C: 0.0383 -6.2076 -2.5112  -0.001
C: -0.0465 -4.8308 -2.6485  -0.001
C: -2.6903 -1.8469 -2.0066  0.003
C: -3.4717 -1.6911 -0.8654  0.005
C: -4.8140 -1.3707 -0.9940  -0.002
C: -5.3692 -1.2017 -2.2548  0.000
C: -4.5863 -1.3488 -3.3920  0.000
C: -3.2438 -1.6695 -3.2722  0.002
H: -2.0943 -4.1809 -0.0027  0.001
H: -1.9018 -6.6193 0.2378  0.000
H: -0.5434 -7.9189 -1.3671  0.000
H: 0.6448 -6.7765 -3.2022  0.000
H: 0.4958 -4.3251 -3.4358  -0.002
H: -3.0398 -1.8105 0.1217  -0.002
H: -5.4240 -1.2481 -0.1089  0.000
H: -6.4169 -0.9501 -2.3519  0.000
H: -5.0202 -1.2110 -4.3729  0.000
H: -2.6298 -1.7738 -4.1589  -0.001
N: 3.5291 -0.7362 -2.5586  0.014
N: 4.6795 -0.6055 -1.7438  -0.001
C: 4.5401 -0.6566 -0.3932  0.013
N: 5.6443 -0.8376 0.2988  0.000
N: 3.2827 -0.4773 0.0702  -0.004
N: 3.0640 -0.4480 1.4307  -0.006
O: 1.9008 -0.4964 1.7613  0.003
O: 3.9568 -0.1098 2.1904  0.000
H: 3.6096 -1.6082 -3.0934  -0.001
H: 3.4818 0.0613 -3.1845  -0.004
H: 5.4897 -1.0836 -2.1182  0.000
H: 6.4898 -1.1264 -0.1664  0.000
H: 5.5992 -0.8109 1.3054  0.000
F: 3.6326 -3.0471 -0.1956  0.004
Sb: 4.0900 -4.3642 -1.5081  -0.003
F: 5.2794 -5.1714 -0.3190  0.000
F: 2.6065 -5.3626 -0.9484  0.001
F: 4.4804 -5.5311 -2.9111  0.000
F: 2.9343 -3.3529 -2.6818  0.000
F: 5.4404 -3.1217 -2.0773  0.000
C: 0.8536 5.4919 1.8403  0.000
Si: 1.0527 4.1052 0.5993  0.001
C: 2.7518 3.3198 0.7302  0.001
C: 0.7553 4.7243 -1.1455  0.013
Si: -0.5763 2.4964 1.1598  0.034
Te: -0.0244 0.8729 -0.7557  0.127
Si: -0.3642 1.7146 3.3846  -0.006
C: -1.0051 -0.0379 3.5044  0.000
C: 1.3952 1.8697 3.9919  0.000
C: -1.4614 2.8799 4.3590  0.002
Si: -2.8043 3.0379 0.6032  0.012
C: -3.0359 3.1811 -1.2487  0.006
C: -3.9069 1.6773 1.2703  0.008
C: -3.1837 4.6820 1.4183  0.004
H: 1.5361 6.3126 1.6048  0.000
H: 1.0817 5.1519 2.8525  0.000
H: -0.1618 5.8929 1.8367  0.000
H: 3.4947 3.9476 0.2319  0.000
H: 2.7737 2.3342 0.2574  -0.001
H: 3.0566 3.2002 1.7715  0.000
H: 1.5826 5.3587 -1.4724  0.001
H: -0.1603 5.3168 -1.2016  0.000
H: 0.6627 3.9059 -1.8647  -0.004
H: -0.4331 -0.7066 2.8620  0.000
H: -2.0584 -0.0956 3.2216  0.000
H: -0.9093 -0.4072 4.5283  0.000
H: 2.0915 1.2877 3.3902  0.000
H: 1.4637 1.5051 5.0200  0.000
H: 1.7201 2.9124 3.9900  0.000
H: -2.5115 2.7687 4.0816  0.000
H: -1.1793 3.9240 4.2063  0.000
H: -1.3755 2.6679 5.4276  0.000
H: -2.7547 2.2634 -1.7689  -0.002
H: -2.4502 4.0031 -1.6651  0.000
H: -4.0886 3.3770 -1.4690  0.000
H: -3.5646 0.6959 0.9336  -0.003
H: -4.9290 1.8162 0.9083  0.000
H: -3.9340 1.6726 2.3615  0.000
H: -2.6401 5.4913 0.9256  -0.001
H: -2.9203 4.6914 2.4770  0.000
H: -4.2503 4.9073 1.3393  0.001


Record 2
Computed, not measured: a structure of composition C22H42I2N2O8 at a distorted geometry, with ωB97M-V with the def2-TZVPD basis set.

E_tot ... -59053.9658 eV
E_LUMO ... -1.5 eV
Total charge ... 0
Kohn-Sham gap ... 0.2597 Eh
HOMO ... -8.529 eV

Each line ends with the Mulliken charge.
Geometry (Å):
C: 3.5990 -0.6377 3.7548  -1.042
C: 2.6464 0.1348 4.6493  0.069
O: 3.2797 0.3693 5.9064  -0.597
C: 2.2217 1.5128 4.0896  -0.856
C: 2.0491 1.5654 2.6301  1.590
C: 2.4886 2.4676 1.7507  0.196
C: 3.2658 3.7275 1.8496  -1.331
I: 2.5418 5.0515 3.3935  0.163
C: 4.7871 3.5252 1.8494  -0.377
C: 5.2017 2.4522 0.8618  -1.288
I: 5.7224 3.1246 3.7478  0.076
C: 2.0653 2.0527 0.3888  0.316
O: 2.2342 2.6319 -0.6768  -0.642
O: 1.4093 0.8514 0.5032  -0.177
C: 1.2886 0.5605 1.8556  0.052
O: 0.6152 -0.3641 2.2264  -0.589
H: 3.3381 -0.6223 2.7061  0.264
H: 3.5786 -1.6757 4.0593  0.281
H: 4.6148 -0.3015 3.9033  0.318
H: 1.7702 -0.4396 4.8991  0.388
H: 4.0979 0.8247 5.7110  0.372
H: 2.9252 2.2453 4.4410  0.140
H: 1.2633 1.7638 4.5348  0.327
H: 3.0497 4.2873 0.9529  0.661
H: 5.2250 4.4521 1.5176  0.622
H: 6.2672 2.5201 0.7074  0.515
H: 4.7347 2.6697 -0.0922  0.276
H: 4.9553 1.4600 1.2058  0.322
C: -0.7740 -1.7715 -0.5107  -0.059
O: -2.1060 -2.2281 -0.3630  -0.370
C: -2.5082 -3.2080 -1.3088  -0.842
C: -2.6612 -4.5647 -0.6557  -0.216
N: -1.3690 -5.1162 -0.2689  -0.299
C: -1.4376 -6.2996 0.5841  -0.705
C: -2.0976 -6.1714 1.9539  -0.465
O: -1.3810 -5.3776 2.8790  -0.429
C: -1.5968 -3.9792 2.7871  -0.473
H: -0.6532 -0.9069 0.1309  -0.209
H: -0.0438 -2.5281 -0.2028  0.299
H: -0.5695 -1.4759 -1.5450  0.136
H: -1.8137 -3.2521 -2.1530  0.382
H: -3.4837 -2.8981 -1.6954  0.426
H: -3.1402 -5.2486 -1.3631  0.402
H: -3.3368 -4.4379 0.2004  0.180
H: -0.8357 -4.4049 0.2114  0.035
H: -0.4105 -6.6339 0.7485  0.371
H: -1.9423 -7.0958 0.0274  0.398
H: -2.1261 -7.1734 2.3897  0.345
H: -3.1391 -5.8341 1.8870  0.341
H: -2.6183 -3.7456 2.4780  0.274
H: -0.8869 -3.5060 2.1040  0.138
H: -1.4309 -3.5573 3.7781  0.298
C: -2.1168 3.1506 -6.3018  -0.682
O: -2.7304 2.0507 -5.6601  -0.348
C: -1.8431 0.9918 -5.3234  -0.911
C: -1.6315 0.8961 -3.8276  0.094
N: -0.8539 2.0197 -3.3217  -0.253
C: -0.8034 2.1200 -1.8643  -0.382
C: -2.1103 2.3171 -1.1019  -0.552
O: -2.7236 3.5781 -1.2948  -0.465
C: -3.5373 3.6916 -2.4475  -0.541
H: -2.9113 3.7909 -6.6812  0.236
H: -1.5011 3.7388 -5.6126  0.280
H: -1.4984 2.8255 -7.1432  0.336
H: -0.8902 1.0952 -5.8502  0.429
H: -2.3129 0.0647 -5.6640  0.372
H: -1.0937 -0.0316 -3.6085  0.174
H: -2.6232 0.8276 -3.3608  0.194
H: -1.2342 2.8790 -3.6929  0.105
H: -0.1546 2.9640 -1.6287  0.338
H: -0.3091 1.2259 -1.4775  0.127
H: -1.8666 2.2731 -0.0363  0.350
H: -2.8299 1.5097 -1.2839  0.347
H: -4.0363 2.7496 -2.6869  0.273
H: -2.9627 4.0349 -3.3120  0.174
H: -4.2992 4.4423 -2.2373  0.298


Record 3
Computed, not measured: a cluster of 2 separate species, C22H42N2O3Si in total at a distorted geometry, with ωB97M-V with the def2-TZVPD basis set.

E_tot ... -40489.0613 eV
E_LUMO ... -0.6 eV
Total charge ... 0
Kohn-Sham gap ... 0.1562 Eh
HOMO ... -4.840 eV

Each line ends with the Mulliken charge.
Geometry (Å):
C: 2.3905 2.2689 3.8724  -0.372
C: 1.6736 1.8579 3.0093  -1.223
C: 0.9362 1.6711 1.8231  1.441
C: 1.4042 1.2896 0.5868  -0.289
Si: 3.2101 0.8301 0.1691  0.415
C: 4.2921 2.3674 0.2742  -1.240
C: 3.7267 -0.4638 1.4232  -1.189
C: 3.2997 -0.0069 -1.4996  -0.556
N: 0.2862 1.3269 -0.2077  -0.276
O: 0.3438 1.0467 -1.5411  -0.214
C: -0.4922 -0.0934 -1.8427  -0.119
C: -0.5705 -0.3069 -3.3471  0.182
C: -0.5341 1.0056 -4.1419  -1.784
C: 0.5433 -1.2287 -3.8360  -1.190
C: 0.5772 -2.5664 -3.0979  1.606
C: -0.7926 -3.1974 -2.9577  -1.819
C: 1.5168 -3.5102 -3.8495  -1.839
C: -0.8016 1.6620 0.4799  -0.061
N: -0.4304 1.8723 1.7385  0.346
C: -1.2341 2.2766 2.9095  -0.336
C: -2.7098 2.5415 2.6194  -1.048
C: -3.0612 4.0060 2.8034  -0.654
O: -2.6027 4.4008 4.0711  -0.315
C: -2.7521 5.7832 4.2737  -0.767
H: 3.0232 2.6305 4.6424  0.441
H: 3.7299 3.2277 0.6249  0.359
H: 5.0838 2.1659 0.9884  0.373
H: 4.7052 2.5677 -0.7077  0.343
H: 3.3833 -0.2549 2.4315  0.393
H: 3.3139 -1.4228 1.1207  0.316
H: 4.8106 -0.5416 1.4350  0.363
H: 4.2405 -0.5505 -1.5413  0.504
H: 3.1957 0.6834 -2.3284  0.362
H: 2.5082 -0.7514 -1.5445  -0.305
H: -1.4993 0.0606 -1.4594  0.438
H: -0.0675 -0.9804 -1.3788  0.019
H: -1.5202 -0.7755 -3.5774  0.629
H: 0.4497 1.4608 -4.1028  0.320
H: -1.3029 1.7072 -3.8288  0.397
H: -0.7028 0.7503 -5.1842  0.499
H: 0.3670 -1.4192 -4.8959  0.531
H: 1.5234 -0.7517 -3.7851  0.165
H: 1.0354 -2.4263 -2.1170  -0.106
H: -1.4571 -2.5713 -2.3692  0.252
H: -0.7143 -4.1241 -2.3923  0.641
H: -1.2356 -3.4306 -3.9257  0.333
H: 1.6375 -4.4470 -3.3176  0.435
H: 2.4985 -3.0520 -3.9797  0.396
H: 1.1299 -3.7202 -4.8442  0.380
H: -1.7921 1.7407 0.0834  0.481
H: -0.7431 3.1403 3.3406  0.543
H: -1.1394 1.4818 3.6404  0.285
H: -3.2813 1.9865 3.3573  0.369
H: -3.0357 2.1859 1.6494  0.398
H: -2.5974 4.5983 2.0080  0.339
H: -4.1469 4.1168 2.7704  0.496
H: -3.7666 6.1159 4.0461  0.314
H: -2.0672 6.3653 3.6524  0.313
H: -2.5529 6.0229 5.3112  0.254
C: -0.8964 -4.7948 1.6270  -1.541
C: -1.6973 -4.0392 0.5440  1.402
C: -3.1310 -3.8169 1.0753  -1.443
O: -1.7136 -4.7235 -0.6174  -0.897
H: -1.3383 -5.7769 1.8056  0.329
H: 0.1370 -4.9363 1.3024  0.331
H: -0.8760 -4.2500 2.5861  0.347
H: -1.2329 -3.0008 0.5036  -0.452
H: -3.6252 -4.7761 1.2408  0.306
H: -3.7188 -3.2479 0.3505  0.328
H: -3.1399 -3.2596 2.0277  0.321